Entry one
# C4H6S

A structure of composition C4H6S (ωB97M-V/def2-TZVPD, the OMol25 dataset).

total charge = 0
lowest unoccupied orbital energy = 0.029 Eh
HOMO level = -8.7 eV

Structure (XYZ):
```
11
Properties=species:S:1:pos:R:3:mulliken_charge:R:1
C -1.667 -0.104 0.593 -0.696
C 0.703 0.709 -1.190 -0.552
C 1.482 0.057 -0.146 -0.225
C 1.858 -0.698 0.728 -0.034
H -2.361 0.808 0.996 0.276
H -2.165 -1.437 0.745 0.240
H -0.660 0.106 1.470 0.178
H 0.772 1.968 -1.301 0.292
H 0.836 0.118 -2.284 0.228
H 2.315 -1.414 1.468 0.329
S -1.112 -0.112 -1.079 -0.036
```

***

Entry two
# C4H6S

An isolated molecule of C4H6S (ωB97M-V/def2-TZVPD, the OMol25 dataset).

total charge = 0
lowest unoccupied orbital energy = 0.014 Eh
HOMO level = -9.2 eV
SMILES string = CC#CCS

Structure (XYZ):
```
11
Properties=species:S:1:pos:R:3:mulliken_charge:R:1
C 2.974 -0.487 -0.019 -0.766
C 1.709 0.347 0.122 0.058
C 0.508 0.442 -0.002 0.200
C -0.826 0.856 0.031 -0.780
S -1.991 -0.460 -0.111 -0.226
H 2.971 -0.574 -1.072 0.260
H 3.965 0.089 0.094 0.266
H 2.739 -1.493 0.525 0.241
H -1.110 1.498 -0.838 0.275
H -0.712 1.638 0.770 0.324
H -2.190 -0.744 1.510 0.150
```

***

Each structure's energy above the most stable one, in kJ/mol: entry one 166.6; entry two 0.0.

***

Entry one
# C4H6S

An isolated molecule of C4H6S (ωB97M-V/def2-TZVPD, the OMol25 dataset).

total charge = 0
lowest unoccupied orbital energy = 0.038 Eh
HOMO level = -8.6 eV
SMILES string = C=C[C@@H]1CS1

Structure (XYZ):
```
11
Properties=species:S:1:pos:R:3:mulliken_charge:R:1
C 1.914 -0.305 -0.199 -0.726
C 0.774 -0.663 0.366 -0.048
C -0.445 -0.126 -0.240 -0.145
C -1.529 0.787 0.180 -0.602
S -2.031 -0.904 -0.116 -0.160
H 2.859 -0.738 0.002 0.290
H 1.947 0.469 -0.944 0.216
H 0.769 -1.148 1.385 0.302
H -0.395 0.082 -1.276 0.322
H -1.677 1.177 1.231 0.245
H -2.188 1.369 -0.389 0.306
```

***

Entry two
# C4H6S

An isolated molecule of C4H6S (ωB97M-V/def2-TZVPD, the OMol25 dataset).

total charge = 0
lowest unoccupied orbital energy = -0.002 Eh
HOMO level = -8.6 eV
SMILES string = S=C1CCC1

Structure (XYZ):
```
11
Properties=species:S:1:pos:R:3:mulliken_charge:R:1
S 2.778 -0.018 -0.040 -0.340
C 1.183 -0.025 -0.006 -0.078
C 0.055 -1.052 -0.070 -0.316
C -1.029 0.012 -0.070 -0.646
C 0.100 1.032 -0.020 -0.122
H -0.051 -1.906 -0.771 0.322
H -0.044 -1.535 0.918 0.221
H -1.748 0.202 -0.873 0.299
H -1.437 -0.159 0.904 0.211
H 0.018 1.669 0.926 0.209
H 0.176 1.780 -0.897 0.241
```

***

Each structure's energy above the most stable one, in kJ/mol: entry one 36.8; entry two 0.0.

***

Entry one
# C4H6S

An isolated molecule of C4H6S (ωB97M-V/def2-TZVPD, the OMol25 dataset).

total charge = 0
lowest unoccupied orbital energy = 0.033 Eh
HOMO level = -9.3 eV
SMILES string = C#CCCS

Structure (XYZ):
```
11
Properties=species:S:1:pos:R:3:mulliken_charge:R:1
C -2.753 0.031 -0.067 0.024
C -1.567 -0.250 0.033 -0.449
C -0.150 -0.663 0.087 -0.761
C 0.893 0.476 0.116 -0.513
S 2.575 -0.278 -0.050 -0.233
H -3.740 0.229 -0.283 0.456
H -0.080 -1.352 0.912 0.337
H 0.094 -1.297 -0.778 0.307
H 0.719 1.065 -0.808 0.324
H 0.810 1.150 0.942 0.389
H 3.198 0.888 -0.104 0.119
```

***

Entry two
# C4H6S

An isolated molecule of C4H6S (ωB97M-V/def2-TZVPD, the OMol25 dataset).

total charge = 0
lowest unoccupied orbital energy = 0.039 Eh
HOMO level = -8.8 eV
SMILES string = C1=CCSC1

Structure (XYZ):
```
11
Properties=species:S:1:pos:R:3:mulliken_charge:R:1
C -1.248 0.759 -0.271 -0.455
C -1.465 -0.537 -0.112 -0.316
C -0.142 -1.204 0.270 -0.579
S 1.278 -0.101 -0.214 -0.132
C 0.153 1.204 0.341 -0.555
H -1.968 1.545 -0.436 0.359
H -2.323 -1.065 -0.306 0.467
H -0.090 -2.245 -0.179 0.375
H -0.278 -1.336 1.433 0.239
H 0.379 2.201 0.049 0.401
H 0.049 1.178 1.499 0.198
```

***

Each structure's energy above the most stable one, in kJ/mol: entry one 65.0; entry two 0.0.

***

Entry one
# C7H9N3O

A cluster of 2 separate species, C7H9N3O in total (ωB97M-V/def2-TZVPD, the OMol25 dataset).

total charge = 0
lowest unoccupied orbital energy = 0.011 Eh
HOMO level = -9.4 eV
SMILES string = C=Cc1ccncc1.[H]/N=N\O

Structure (XYZ):
```
20
Properties=species:S:1:pos:R:3:mulliken_charge:R:1
C -0.637 -2.156 0.149 -0.933
C -0.287 -1.024 -0.493 -0.268
C 0.876 -0.245 -0.202 0.758
C 0.844 1.160 -0.252 -0.317
C 1.922 1.975 0.099 -0.445
N 3.085 1.397 0.292 -0.599
C 3.176 0.076 0.115 -0.206
C 2.146 -0.807 -0.103 -0.513
H -0.289 -2.527 1.035 0.370
H -1.333 -2.873 -0.137 0.308
H -0.910 -0.602 -1.325 0.336
H -0.129 1.750 -0.400 0.230
H 1.965 2.998 0.153 0.476
H 4.215 -0.411 0.078 0.258
H 2.207 -1.825 -0.135 0.542
H -4.341 0.368 -0.836 0.251
N -3.691 1.053 -0.898 -0.434
N -3.058 1.175 0.116 0.227
O -3.333 0.270 1.165 -0.444
H -2.429 0.248 1.579 0.402
```

***

Entry two
# C7H9N3O

An isolated molecule of C7H9N3O (ωB97M-V/def2-TZVPD, the OMol25 dataset).

total charge = 0
lowest unoccupied orbital energy (alpha / beta) = 0.001 / 0.001 Eh
HOMO level (alpha / beta) = -8.0 / -8.0 eV

Structure (XYZ):
```
20
Properties=species:S:1:pos:R:3:mulliken_charge:R:1
C 0.831 1.092 -1.760 -0.159
C 0.553 0.130 -0.946 -1.119
C -0.950 1.820 -0.053 0.491
C -1.531 1.160 1.046 0.231
C 0.180 -0.683 0.283 1.689
C 1.320 -0.980 1.205 -1.497
C -0.397 -2.035 -0.194 -1.706
N -0.675 2.678 -0.847 -0.457
N 0.163 2.408 -1.849 0.063
N -0.889 -0.127 1.085 -0.173
O -2.401 1.414 1.811 -0.582
H 1.385 1.100 -2.782 0.291
H 0.874 -1.322 2.232 0.315
H 1.801 -0.072 1.481 0.392
H 2.014 -1.679 0.833 0.397
H -1.204 -1.992 -0.855 0.397
H -0.625 -2.717 0.672 0.421
H 0.391 -2.454 -0.653 0.484
H 0.425 3.134 -2.435 0.226
H -1.267 -0.876 1.727 0.296
```

***

Each structure's energy above the most stable one, in kJ/mol: entry one 0.0; entry two 181.4.

***

Entry one
# CH12NO4

A cluster of 5 separate species, CH12NO4 in total (ωB97M-V/def2-TZVPD, the OMol25 dataset).

total charge = +1
lowest unoccupied orbital energy = -0.152 Eh
HOMO level = -15.0 eV

Structure (XYZ):
```
18
Properties=species:S:1:pos:R:3:mulliken_charge:R:1
C -1.725 0.229 -0.663 -0.052
N -0.429 0.423 -0.542 -0.136
H -2.192 -0.664 -1.268 0.306
H -2.195 1.010 0.004 0.268
H -0.030 1.198 -0.009 0.246
H 0.178 -0.414 -1.016 0.311
H 3.654 0.761 -2.656 0.327
H 2.919 -0.175 -3.638 0.338
O 2.855 0.199 -2.726 -0.683
H 1.810 -1.390 -2.303 0.391
H 0.618 -1.857 -3.073 0.319
O 0.899 -1.728 -2.192 -0.694
H -1.187 -1.146 2.321 0.265
H -1.064 0.314 2.389 0.368
O -1.158 -0.415 1.773 -0.542
H -1.606 0.881 4.731 0.329
H -0.732 2.168 4.516 0.319
O -0.948 1.317 4.117 -0.679
```

***

Entry two
# CH12NO4

A cluster of 5 separate species, CH12NO4 in total (ωB97M-V/def2-TZVPD, the OMol25 dataset).

total charge = +1
lowest unoccupied orbital energy = -0.138 Eh
HOMO level = -14.9 eV

Structure (XYZ):
```
18
Properties=species:S:1:pos:R:3:mulliken_charge:R:1
C -0.111 0.384 2.282 0.060
N 0.544 -0.659 1.968 -0.269
H -0.214 0.951 3.216 0.319
H -0.336 0.969 1.317 0.078
H 0.291 -1.048 0.846 0.440
H 0.931 -1.367 2.586 0.248
H -0.885 -4.361 -0.917 0.308
H 0.418 -4.431 -1.448 0.297
O -0.121 -3.806 -1.018 -0.639
H 0.352 -2.075 -0.980 0.386
H 0.169 -0.407 -0.945 0.383
O 0.458 -1.238 -0.501 -0.589
H 0.754 3.830 -2.251 0.335
H 0.568 4.362 -0.757 0.332
O 0.542 3.534 -1.314 -0.683
H -1.859 1.896 -0.651 0.278
H -0.394 2.088 -0.852 0.428
O -1.107 1.380 -0.581 -0.712
```

***

Each structure's energy above the most stable one, in kJ/mol: entry one 28.4; entry two 0.0.

***

Entry one
# CH5N3S

An isolated molecule of CH5N3S (ωB97M-V/def2-TZVPD, the OMol25 dataset).

total charge = 0
lowest unoccupied orbital energy = 0.024 Eh
HOMO level = -8.7 eV
SMILES string = NNNC=S

Structure (XYZ):
```
10
Properties=species:S:1:pos:R:3:mulliken_charge:R:1
N 1.629 -0.519 0.251 -0.479
N 0.847 0.530 -0.388 -0.399
N -0.438 0.470 0.107 -0.107
C -1.521 -0.017 -0.622 -0.014
S -2.797 -0.313 0.249 -0.398
H 1.556 -1.464 -0.252 0.268
H 1.368 -0.494 1.192 0.230
H 1.307 1.360 -0.098 0.265
H -0.586 0.654 1.248 0.302
H -1.365 -0.207 -1.687 0.333
```

***

Entry two
# CH5N3S

An isolated molecule of CH5N3S (ωB97M-V/def2-TZVPD, the OMol25 dataset).

total charge = 0
lowest unoccupied orbital energy = 0.021 Eh
HOMO level = -9.2 eV
SMILES string = NNC(N)=S

Structure (XYZ):
```
10
Properties=species:S:1:pos:R:3:mulliken_charge:R:1
N -1.895 0.301 0.284 -0.620
N -0.759 -0.468 -0.313 -0.169
C 0.529 0.212 -0.007 0.432
N 1.685 -0.651 0.246 -0.486
S 0.592 1.690 -0.036 -0.506
H -2.208 0.892 -0.544 0.294
H -1.141 1.115 0.776 0.294
H -0.740 -1.389 -0.032 0.240
H 1.522 -1.559 -0.228 0.252
H 2.416 -0.143 -0.147 0.269
```

***

Each structure's energy above the most stable one, in kJ/mol: entry one 26.9; entry two 0.0.